Computed, not measured: 7 unconnected molecules or ions with the total composition C5H24N2O7, with ωB97M-V with the def2-TZVPD basis set.

```
38
Properties=species:S:1:pos:R:3:forces:R:3:lowdin_charge:R:1
C -2.3517 -0.6457 -2.3274 0.3 -0.3 1.6 -0.05
C -2.2776 -0.2309 -0.8200 1.0 1.2 -2.1 -0.13
C -0.8160 0.0967 -0.5400 0.5 -0.9 3.4 -0.45
O 0.0479 -0.7975 -0.4876 -0.7 -0.2 -1.4 -0.01
N -0.4846 1.2383 0.1230 -1.5 0.6 -0.7 0.07
C -1.2363 2.4905 0.0477 1.8 1.1 0.0 -0.15
C -0.8085 3.2853 -1.2329 -0.9 -0.5 0.3 -0.25
N -1.6722 3.1866 -2.3942 -0.3 -2.0 -1.8 -0.01
H -3.3895 -0.9067 -2.5106 0.2 -0.2 -0.6 0.08
H -1.9591 0.1286 -2.9834 -0.4 0.2 -0.1 0.06
H -1.6462 -1.4713 -2.4280 -0.5 -0.3 -0.3 0.07
H -2.9263 0.6311 -0.6776 0.0 0.0 0.2 0.09
H -2.5430 -1.0309 -0.1475 -0.1 -0.3 0.1 0.09
H 0.4520 1.2786 0.4916 0.1 -0.2 -0.1 0.13
H -2.2978 2.3507 0.2144 -0.1 0.0 -0.4 0.11
H -0.8776 3.1357 0.8550 -0.1 -0.4 0.3 0.11
H 0.1149 2.8117 -1.5735 0.1 0.1 0.2 0.11
H -0.5145 4.3145 -1.0244 -0.6 0.1 0.1 0.10
H -1.5810 2.2105 -2.6997 1.1 0.3 -0.5 0.04
H -2.6829 3.0602 -2.4386 -0.3 1.6 1.6 0.07
O 2.5970 0.3073 -0.7231 0.7 1.8 0.3 -0.05
H 1.7939 0.1739 -1.2286 0.1 -1.1 0.2 0.01
H 3.1191 -0.4698 -0.5410 -0.6 -0.6 -0.3 0.05
O 1.2931 -2.1004 2.5005 -0.5 0.4 0.2 -0.09
H 1.4033 -1.2846 3.0321 0.3 -0.5 -0.3 0.01
H 0.4941 -1.9154 1.9944 0.0 -0.2 -0.2 0.01
O 2.8337 -0.2370 3.5466 0.4 0.3 0.6 -0.07
H 3.5200 -0.7280 3.0858 -0.2 -0.3 -0.1 0.05
H 3.1160 0.6741 3.3797 -0.3 -0.1 -0.1 0.02
O 3.6219 1.6025 1.7851 0.1 0.5 0.9 -0.05
H 4.5387 1.4477 1.5544 -0.1 0.1 -0.5 0.06
H 3.0647 1.6660 1.0086 0.3 -0.4 -0.6 0.02
O -2.1799 -2.9793 0.6756 -0.2 0.2 0.4 -0.05
H -1.4802 -3.3273 0.1062 -0.3 -0.1 -0.2 -0.02
H -2.3129 -3.6070 1.3890 0.0 -0.1 0.0 0.05
O -0.3622 -3.6908 -1.2935 -0.2 0.0 0.0 -0.05
H -0.0495 -4.2828 -0.6032 0.4 0.0 -0.1 0.05
H -0.1464 -2.7840 -1.0159 0.4 0.1 0.0 0.01
```
Positions in Å, forces in eV/Å.

Values from the calculation:
Maximum force: 3.5 eV/Å
Relative energy (zero: lowest compared OMol25 entry of this formula, charge and spin): 199.0 kJ/mol
Structure (SMILES): CCC(=O)NCCN.O.O.O.O.O.O
LUMO: 0.382 eV
Gap between HOMO and LUMO: 9.89 eV